Record 1
The following is a DFT calculation (ωB97M-V with the def2-TZVPD basis set) of 2 unconnected molecules or ions with the total composition C4H11NO2 at a distorted geometry.

```
! wB97M-V def2-TZVPD RIJCOSX def2/J DEFGRID3
* xyz 0 1
C 0.59 2.14 -1.18
C -0.41 1.00 -1.49
C 0.52 -0.30 -1.40
N 1.23 -0.40 -0.14
C 0.74 -1.22 0.83
O -0.34 -1.77 0.83
H 0.19 3.16 -1.30
H 0.86 2.14 -0.11
H 1.44 1.94 -1.83
H -1.25 0.86 -0.77
H -0.75 1.15 -2.51
H -0.13 -1.19 -1.56
H 1.35 -0.22 -2.24
H 2.23 -0.40 -0.27
H 1.46 -1.42 1.66
O -2.07 0.13 2.20
H -1.57 0.91 2.48
H -1.44 -0.59 2.33
*
```

The calculation puts the total energy at -364.2315 Eh. The highest occupied orbital energy comes out at -10.112 eV. As for the gap between HOMO and LUMO: 10.8 eV.



Record 2
The following is a DFT calculation (ωB97M-V with the def2-TZVPD basis set) of a gas-phase ion, C3H11FNP2 (charge +1) at a distorted geometry.

```
! wB97M-V def2-TZVPD RIJCOSX def2/J DEFGRID3
* xyz 1 3
C 1.42 -0.79 2.54
C 1.03 0.11 1.46
C -1.58 0.64 -1.01
N 0.48 -0.34 0.41
F -1.90 -0.36 -0.17
P -2.12 0.15 -2.83
P 0.11 0.93 -1.09
H 0.83 -1.64 2.43
H 2.47 -1.21 2.35
H 1.27 -0.39 3.58
H 0.85 1.14 1.72
H -1.88 1.72 -0.51
H 0.95 1.80 -0.23
H 0.70 -1.22 0.11
H -3.47 -0.33 -2.60
H -1.64 -1.22 -2.58
H 1.12 0.33 -1.78
H 0.03 2.11 -1.93
*
```

The calculation puts the total energy at -957.6622 Eh. The highest occupied orbital energy (spin up / spin down) comes out at -10.491 / -14.326 eV. As for the gap between HOMO and LUMO (spin up / spin down): 7.3 / 5.8 eV.



Record 3
The following is a DFT calculation (ωB97M-V with the def2-TZVPD basis set) of C4H2N2O in the gas phase at a distorted geometry.

```
! wB97M-V def2-TZVPD RIJCOSX def2/J DEFGRID3
* xyz 0 1
N 3.33 0.03 0.04
C 2.21 -0.05 0.00
C 0.77 -0.13 -0.02
N 0.08 -1.18 -0.03
C -1.28 -0.65 0.07
C -1.20 0.69 0.04
O 0.14 1.06 -0.02
H -2.12 -1.32 -0.07
H -1.93 1.55 -0.01
*
```

The calculation puts the total energy at -338.3343 Eh. The highest occupied orbital energy comes out at -10.439 eV. As for the gap between HOMO and LUMO: 10.9 eV.



Record 4
The following is a DFT calculation (ωB97M-V with the def2-TZVPD basis set) of a molecular structure, C4H8N2O2 at a distorted geometry.

```
! wB97M-V def2-TZVPD RIJCOSX def2/J DEFGRID3
* xyz 0 1
C 0.59 1.91 0.79
C -0.56 -1.16 0.54
C -0.12 -0.55 -0.72
N -1.00 0.37 -1.34
C 0.71 0.42 0.64
O -1.08 -2.39 0.67
O 0.50 -1.38 -1.66
N -0.09 -0.40 1.48
H -1.16 -2.60 1.61
H 0.97 -2.10 -1.21
H -0.49 0.99 -1.96
H -1.68 -0.13 -1.91
H 1.73 0.06 0.53
H 1.54 2.35 1.09
H 0.27 2.43 -0.11
H -0.15 2.18 1.54
*
```

The calculation puts the total energy at -417.1467 Eh. The highest occupied orbital energy comes out at -8.831 eV. As for the gap between HOMO and LUMO: 9.5 eV.